Computed, not measured: a 2-piece molecular cluster, C5H8O overall, with wB97M-V/def2-TZVPD.

HOMO-LUMO gap (spin up / spin down), eV: 5.9 / 5.2
Multiplicity: 2
E_HOMO (spin up / spin down), eV: -2.17 / -2.14
Charge: -1

Last column: natural (NBO) charge in e.
CARTESIAN COORDINATES (ANGSTROEM)
C1 -1.8535 0.1100 1.6440  -0.497
C2 1.7215 -0.1580 -2.0096  -0.870
C3 1.2315 0.7116 -1.0277  0.470
O1 1.5421 1.8665 -0.8793  -0.724
C4 0.0131 -0.1191 -0.3374  -0.590
C5 -0.7098 0.5059 0.8976  -0.107
H1 -1.2337 -1.5633 2.0346  -0.082
H2 -0.3120 1.3371 1.6301  0.189
H3 -1.9163 -0.4542 2.6155  0.218
H4 1.7947 -1.2683 -2.1947  0.178
H5 2.3854 0.3744 -2.6434  0.171
H6 -2.8017 0.0626 1.4683  0.165
H7 0.7921 -0.8550 -0.1236  0.256
H8 -0.6532 -0.5503 -1.0745  0.222

Atomic forces in eV per Å
C 4.7 -3.5 1.8
C 1.1 -0.5 -0.5
C -2.0 -3.9 -2.2
O 0.1 2.7 1.2
C 0.2 2.5 1.9
C 1.4 1.2 1.3
H -1.1 0.6 -0.9
H 0.9 -1.5 -2.1
H 1.4 2.2 1.1
H -0.8 1.2 0.9
H 0.9 0.3 -0.8
H -5.7 -0.8 -3.0
H -0.8 -0.9 1.3
H -0.2 0.2 0.0

Computed, not measured: an isolated molecule of C2H3NO2, with wB97M-V/def2-TZVPD.

HOMO-LUMO gap (spin up / spin down), eV: 9.0 / 6.5
Multiplicity: 3
E_HOMO (spin up / spin down), eV: -8.88 / -9.52

Last column: natural (NBO) charge in e.
CARTESIAN COORDINATES (ANGSTROEM)
C1 0.0372 -1.1975 -0.4254  -0.061
C2 -0.1779 1.1927 0.1615  0.190
N1 0.5116 -0.0260 0.0582  0.009
O1 -1.6881 1.5654 -0.5205  -0.435
O2 1.5378 0.0653 0.7346  -0.308
H1 0.5738 -2.0840 -0.1196  0.198
H2 -0.9179 -1.3804 -0.8010  0.212
H3 0.1235 1.8644 0.9120  0.196

Atomic forces in eV per Å
C 1.0 -2.5 -0.1
C -6.7 -1.0 -4.3
N -3.5 5.9 1.1
O 6.9 -2.3 2.8
O 2.7 -1.8 0.7
H 0.5 0.3 -0.1
H -1.4 0.8 -0.6
H 0.6 0.7 0.4

F_max: 6.51 8.04 (eV/Å)
ΔE to the lowest compared entry with this formula, charge and spin: 128.2 137.8 (kcal per mole)